Record 1
C7H11O | ωB97M-V with the def2-TZVPD basis set

```
19
Properties=species:S:1:pos:R:3:nbo_charge:R:1
C -1.8962 -1.8296 -0.9203 -0.08
O -2.0082 -2.6494 -1.9215 -0.32
C -0.8297 -0.6398 -1.2829 -0.37
C -0.7514 0.5088 -0.2854 -0.46
C 0.4540 0.4770 0.6836 -0.02
C 0.5281 -0.6259 1.3927 -0.40
C 2.6267 1.9069 0.5486 -0.35
C 1.3309 1.6876 0.8714 -0.20
H -2.6971 -1.1295 -0.6242 0.16
H -1.4402 -2.3170 0.0959 0.15
H -0.0522 -1.2184 -1.8011 0.24
H -1.3032 -0.2794 -2.1984 0.21
H -1.5954 0.5875 0.3803 0.23
H -0.7856 1.5309 -0.6571 0.23
H -0.1720 -1.3956 1.6323 0.20
H 1.4117 -1.0054 1.9333 0.19
H 3.0909 2.7836 0.6338 0.19
H 3.2526 1.1895 0.0639 0.19
H 0.8365 2.4181 1.4552 0.20
```

As for the HOMO-LUMO gap (spin up / spin down): 10.363 / 7.733 eV. The HOMO energy (spin up / spin down) comes out at -0.347 / -0.347 Eh. The energy comes out at -348.35853 Eh. The spin multiplicity is 2. For the energy relative to the best compared isomer or geometry (same formula, charge and spin), the calculation gives 44.4 kcal per mole.



Record 2
C7H11O | ωB97M-V with the def2-TZVPD basis set

```
19
Properties=species:S:1:pos:R:3:nbo_charge:R:1
C -0.1771 -0.7215 -0.0216 0.19
C 0.2295 0.5821 0.1804 -0.21
C -1.0775 1.5411 0.3059 -0.05
C 1.6291 0.8272 0.1434 0.19
C 2.8015 0.0358 -0.4096 -0.72
C -1.5171 -1.2372 -0.1321 -0.56
C -2.5654 -0.1812 -0.0886 -0.08
O -2.0566 1.0995 -0.5400 -0.48
H -1.4918 1.3422 1.2442 0.19
H -0.8374 2.5611 0.0715 0.22
H 1.8227 1.9351 0.2412 0.23
H 3.4232 0.5594 -1.1565 0.30
H 2.5138 -0.9385 -0.8186 0.24
H 3.6266 -0.0754 0.2336 0.29
H -1.7139 -2.1921 0.4982 0.31
H 0.6121 -1.5176 -0.0100 0.23
H -1.5061 -1.7565 -1.1259 0.30
H -3.4698 -0.5020 -0.5917 0.24
H -2.8091 0.0392 0.9941 0.18
```

As for the HOMO-LUMO gap: 7.869 eV. Its charge is +1. The HOMO energy comes out at -0.526 Eh. The energy comes out at -348.18989 Eh. For the energy relative to the best compared isomer or geometry (same formula, charge and spin), the calculation gives 44.5 kcal per mole.



Record 3
C7H11O2 | ωB97M-V with the def2-TZVPD basis set

```
20
Properties=species:S:1:pos:R:3:nbo_charge:R:1
C -1.0103 -0.9146 -1.5383 0.52
C -0.8565 0.6326 -1.1303 0.61
C 0.2650 -1.6887 -1.1627 -0.55
C 0.5841 -1.3732 0.3296 -0.46
C 0.9209 0.0739 0.5428 0.11
C -1.7938 1.5443 -1.8094 -0.73
C 0.9006 0.7278 1.9195 -0.66
O -2.0261 -1.3389 -1.9808 -0.40
O -0.0843 0.9425 -0.2437 -0.38
H -0.0051 -2.7287 -1.0734 0.27
H 1.0695 -1.8232 -1.9052 0.28
H -0.2710 -1.7498 0.9352 0.24
H 1.4114 -2.0817 0.6266 0.28
H 2.0034 0.2080 0.0905 0.25
H -1.1046 1.7855 -2.6768 0.30
H -2.0583 2.5274 -1.3267 0.29
H -2.6235 0.9757 -2.3042 0.30
H -0.0630 1.0741 2.3201 0.25
H 1.4925 1.6799 1.9377 0.25
H 1.4244 0.0922 2.6291 0.25
```

As for the HOMO-LUMO gap: 9.274 eV. Its charge is +1. The HOMO energy comes out at -0.540 Eh. The energy comes out at -423.47915 Eh. For the energy relative to the best compared isomer or geometry (same formula, charge and spin), the calculation gives 0.0 kcal per mole.



Record 4
C7H11O3S | ωB97M-V with the def2-TZVPD basis set

```
22
Properties=species:S:1:pos:R:3:nbo_charge:R:1
C -2.0499 0.2624 -1.1751 -0.42
C 0.8774 -2.7164 0.4795 -0.30
C -1.2025 0.4342 -0.1934 -0.16
C 1.0977 -1.6746 -0.3422 -0.23
C 0.2617 2.0617 0.5954 -0.61
C 0.2344 0.7660 -0.2590 -0.29
C 1.1169 -0.3321 0.3736 -0.51
O 3.7847 -0.9187 0.1513 -1.02
O 2.7091 0.3610 -1.6285 -1.03
O 3.0810 1.3794 0.6166 -1.02
S 2.8771 0.2069 -0.1845 2.39
H -3.1738 -0.0226 -1.0847 0.18
H -1.6967 0.2841 -2.2542 0.18
H 1.1154 -3.7910 0.0639 0.14
H 0.4588 -2.7530 1.4044 0.15
H -1.7017 0.1834 0.7092 0.18
H 1.5495 -1.5622 -1.3556 0.24
H -0.1950 1.7219 1.6310 0.19
H 1.2593 2.5714 0.5446 0.26
H -0.3808 2.7903 0.0199 0.19
H 0.4074 1.0544 -1.3390 0.25
H 1.2202 -0.2491 1.5137 0.23
```

As for the HOMO-LUMO gap (spin up / spin down): 5.313 / 6.804 eV. Its charge is -1. The HOMO energy (spin up / spin down) comes out at -0.062 / -0.194 Eh. The energy comes out at -897.04973 Eh. The spin multiplicity is 3.



Record 5
C7H11O6 | ωB97M-V with the def2-TZVPD basis set

```
24
Properties=species:S:1:pos:R:3:nbo_charge:R:1
C 0.7391 -0.8970 -0.3774 0.02
C 0.5378 0.5005 -0.8091 0.03
C -0.3275 -1.9244 -0.8927 0.00
C 1.3365 0.3605 1.3532 0.17
C 1.0877 1.2652 0.4171 -0.16
C -1.6144 -1.8538 0.0235 0.86
C 1.0181 2.8052 0.4524 -0.07
O 1.0777 -0.9247 0.9980 -0.48
O -0.8090 0.9416 -0.9791 -0.74
O 0.2117 -3.1619 -1.1432 -0.66
O -1.8137 -2.9216 0.6734 -0.60
O -0.3511 3.3189 0.2580 -0.74
O -2.1237 -0.7549 0.2462 -0.57
H 1.6653 -1.2387 -0.8254 0.24
H 1.1702 0.6371 -1.8173 0.23
H -0.7518 -1.4787 -1.7981 0.23
H 1.7232 0.4646 2.3649 0.23
H 1.5941 3.1765 -0.2765 0.20
H 1.2032 3.0182 1.4401 0.20
H -1.5884 0.0303 -0.2893 0.52
H -0.8938 1.9305 -0.7871 0.56
H 0.3454 -3.6703 -0.3514 0.50
H -2.7146 -3.1285 0.9990 0.55
H -0.7218 3.5056 1.1207 0.49
```

As for the HOMO-LUMO gap: 9.267 eV. Its charge is +1. The HOMO energy comes out at -0.476 Eh. The energy comes out at -724.45166 Eh. For the energy relative to the best compared isomer or geometry (same formula, charge and spin), the calculation gives 0.0 kcal per mole.



Record 6
C7H11OP | ωB97M-V with the def2-TZVPD basis set

```
20
Properties=species:S:1:pos:R:3:nbo_charge:R:1
C 0.1505 -1.8755 0.1701 -0.63
C -0.3848 -0.4926 0.0882 0.21
O -1.8516 -0.4889 0.0999 -0.83
P -2.7931 0.6845 -0.4124 0.66
C 0.1600 0.2217 1.2571 -0.20
C 1.4188 0.7491 1.2235 -0.23
C 2.1448 0.7730 -0.0607 -0.25
C 1.4489 0.7162 -1.2255 -0.14
C 0.0002 0.3308 -1.1234 -0.48
H 1.1216 -1.9083 -0.3028 0.23
H -0.6736 -2.6025 -0.2785 0.23
H 0.2826 -2.1803 1.2624 0.23
H -3.8901 -0.1576 -0.2548 -0.05
H -2.7978 1.5438 0.6831 -0.09
H -0.3923 0.2250 2.1636 0.22
H 1.9614 1.2740 2.0305 0.22
H 3.0479 1.1468 -0.0002 0.19
H 1.8386 1.0474 -2.1746 0.21
H -0.4604 1.3267 -1.1776 0.25
H -0.3316 -0.3332 -1.9682 0.23
```

As for the HOMO-LUMO gap: 9.169 eV. The HOMO energy comes out at -0.305 Eh. The energy comes out at -689.82197 Eh. As for the SMILES: C[C@@]1(OP)C=CC=CC1. For the energy relative to the best compared isomer or geometry (same formula, charge and spin), the calculation gives 38.0 kcal per mole.



Record 7
C7H12 | ωB97M-V with the def2-TZVPD basis set

```
19
Properties=species:S:1:pos:R:3:nbo_charge:R:1
C 0.2313 1.8618 -0.8966 -0.69
C 1.0138 0.6249 -0.4862 -0.54
C 0.3451 -0.5870 0.1218 -0.16
C -0.7604 -1.2619 -0.2736 -0.42
C -1.9214 -0.6682 -1.0487 -0.76
C 1.1156 -0.3755 2.4337 -0.50
C 0.9562 -1.1679 1.3781 -0.20
H -0.4391 2.3201 -0.1501 0.19
H -0.4943 1.6367 -1.6840 0.20
H 0.8840 2.6284 -1.3151 0.19
H 1.8464 0.8160 0.1874 0.20
H 1.3618 0.2415 -1.4741 0.18
H -1.0384 -2.2657 0.0530 0.17
H -2.1910 0.2636 -0.5140 0.18
H -2.7921 -1.3319 -1.0923 0.19
H -1.6319 -0.4714 -2.0808 0.21
H 0.9432 0.6767 2.2518 0.19
H 1.3723 -0.7306 3.4317 0.18
H 1.1991 -2.2095 1.1580 0.19
```

As for the HOMO-LUMO gap (spin up / spin down): 3.160 / 8.059 eV. Its charge is -1. The HOMO energy (spin up / spin down) comes out at 0.046 / -0.144 Eh. The energy comes out at -273.78846 Eh. The spin multiplicity is 2. For the energy relative to the best compared isomer or geometry (same formula, charge and spin), the calculation gives 30.4 kcal per mole.



Record 8
C7H12 | ωB97M-V with the def2-TZVPD basis set

```
19
Properties=species:S:1:pos:R:3:nbo_charge:R:1
C -2.1557 -0.0898 0.2867 -0.62
C -1.2299 -0.6510 -0.7707 -0.22
C -0.0428 0.1081 -1.3025 -0.25
C 0.4422 1.2882 -0.4694 -0.63
C 0.9267 0.8305 0.8740 0.22
C 0.7659 -0.6604 0.8592 -0.63
C 0.1640 -1.1292 -0.4602 -0.25
H -2.9228 0.5476 -0.1668 0.22
H -2.6625 -0.8980 0.8260 0.22
H -1.6318 0.5181 1.0333 0.21
H -1.7465 -1.2471 -1.5213 0.22
H 0.1447 0.0993 -2.3732 0.22
H 1.2636 1.8405 -0.9494 0.27
H -0.3205 2.0617 -0.2859 0.26
H 3.5202 0.6796 0.0201 -0.01
H 3.1207 0.9853 0.5732 0.02
H 0.1712 -0.9224 1.7489 0.26
H 1.7502 -1.1065 1.0645 0.27
H 0.5076 -2.0620 -0.9001 0.22
```

As for the HOMO-LUMO gap: 8.500 eV. The HOMO energy comes out at -0.307 Eh. The energy comes out at -273.73242 Eh. For the energy relative to the best compared isomer or geometry (same formula, charge and spin), the calculation gives 110.5 kcal per mole.



Record 9
C7H12 | ωB97M-V with the def2-TZVPD basis set

```
19
Properties=species:S:1:pos:R:3:nbo_charge:R:1
C -3.4728 -0.1693 0.0971 -0.85
C -0.4358 -0.7174 -0.1011 0.07
C 0.0909 0.2594 -1.0842 -0.48
C 1.2102 0.0164 -0.0407 -0.09
C 2.4752 -0.7657 -0.1900 -0.38
C 2.5420 0.7158 0.0257 -0.37
C 0.1517 -0.0571 1.0886 -0.48
H -4.2591 -0.4003 -0.6241 0.21
H -3.1695 0.8738 -0.0368 0.21
H -3.8596 -0.2955 1.1104 0.21
H -2.6302 -0.8544 -0.0600 0.23
H 0.2086 -0.0894 -2.1123 0.21
H -0.1833 1.3212 -1.0311 0.20
H 2.7092 -1.1516 -1.1784 0.22
H 2.7581 -1.4188 0.6311 0.22
H 2.8038 1.3546 -0.8132 0.22
H 2.8535 1.0883 0.9975 0.22
H -0.1153 0.9739 1.3551 0.20
H 0.3224 -0.6839 1.9662 0.21
```

As for the HOMO-LUMO gap: 8.909 eV. The HOMO energy comes out at -0.295 Eh. The energy comes out at -273.72042 Eh. For the energy relative to the best compared isomer or geometry (same formula, charge and spin), the calculation gives 118.1 kcal per mole.



Record 10
C7H12 | ωB97M-V with the def2-TZVPD basis set

```
19
Properties=species:S:1:pos:R:3:nbo_charge:R:1
C 3.7413 -0.0808 1.1660 -0.68
C 2.6318 -0.4069 0.2716 -0.01
C 1.6685 -0.6279 -0.4189 -0.02
C 0.3591 -0.7360 -1.0718 -0.46
C -0.6652 -0.0030 -0.1925 -0.37
C -2.0964 0.0313 -0.7163 -0.40
C -2.9910 0.7978 0.2570 -0.60
H 3.3487 0.3885 2.0746 0.23
H 4.4367 0.6220 0.6978 0.23
H 4.3005 -0.9722 1.4641 0.23
H 0.0750 -1.7879 -1.2034 0.22
H 0.3927 -0.2924 -2.0754 0.22
H -0.6552 -0.4692 0.8015 0.20
H -0.3109 1.0259 -0.0468 0.20
H -2.4747 -0.9914 -0.8509 0.19
H -2.1229 0.5078 -1.7059 0.19
H -2.9812 0.3215 1.2449 0.20
H -2.6270 1.8242 0.3867 0.20
H -4.0299 0.8486 -0.0824 0.21
```

As for the HOMO-LUMO gap: 10.383 eV. The HOMO energy comes out at -0.342 Eh. The energy comes out at -273.85990 Eh. As for the SMILES: CC#CCCCC. For the energy relative to the best compared isomer or geometry (same formula, charge and spin), the calculation gives 30.5 kcal per mole.



Record 11
C7H12 | ωB97M-V with the def2-TZVPD basis set

```
19
Properties=species:S:1:pos:R:3:nbo_charge:R:1
C 1.0591 -1.9702 -0.5530 -0.41
C 0.0184 -1.0964 -0.5989 -0.02
C -1.3349 -1.7701 -0.3263 -0.63
C 0.3206 0.2883 -0.3539 -0.02
C 1.7477 0.8449 0.0205 -0.64
C -0.6838 1.1952 -0.1667 -0.16
C -0.8605 2.1626 0.9658 -0.65
H 2.1414 -1.6811 -0.5316 0.20
H 0.8549 -3.0169 -0.8291 0.19
H -1.2680 -2.7208 -0.8705 0.22
H -1.3335 -1.9296 0.7609 0.22
H -2.2095 -1.1351 -0.6366 0.21
H 2.2926 0.8451 -0.9331 0.22
H 1.5179 1.8625 0.3202 0.22
H 2.2014 0.1690 0.7304 0.21
H -1.5740 0.9397 -0.7612 0.18
H -1.8000 1.8369 1.4522 0.22
H -0.0883 1.9999 1.6940 0.22
H -1.0014 3.1762 0.6168 0.22
```

As for the HOMO-LUMO gap: 8.672 eV. The HOMO energy comes out at -0.288 Eh. The energy comes out at -273.82641 Eh. As for the SMILES: C=C(C)/C(C)=C/C. For the energy relative to the best compared isomer or geometry (same formula, charge and spin), the calculation gives 51.5 kcal per mole.



Record 12
C7H12 | ωB97M-V with the def2-TZVPD basis set

```
19
Properties=species:S:1:pos:R:3:nbo_charge:R:1
C 0.8299 -0.7794 1.7723 -0.53
C 0.3509 0.6385 0.7700 0.00
C 0.9006 1.8662 1.1479 -0.63
C -0.0550 0.5671 -0.8383 -0.35
C -1.0545 -0.0765 -0.0197 0.21
C -2.3217 -0.7077 -0.5861 -0.69
C 0.9051 -0.2759 -1.7244 -0.61
H 0.0406 -1.1684 2.3166 0.20
H 1.1693 -1.4190 1.0347 0.20
H 1.7053 -0.4779 2.4626 0.22
H 0.5980 2.2252 2.1472 0.17
H 1.9944 2.0359 0.9619 0.21
H -0.3510 1.5547 -1.2833 0.26
H -2.5996 -0.0748 -1.5367 0.25
H -2.2428 -1.7452 -0.9164 0.23
H -3.1532 -0.5818 0.1100 0.22
H 0.3360 -0.5922 -2.6783 0.20
H 1.7913 0.2455 -1.9059 0.21
H 1.1564 -1.2343 -1.2341 0.20
```

As for the HOMO-LUMO gap: 4.903 eV. The HOMO energy comes out at -0.223 Eh. The energy comes out at -273.56395 Eh. For the energy relative to the best compared isomer or geometry (same formula, charge and spin), the calculation gives 216.2 kcal per mole.